DFT (ωB97M-V with the def2-TZVPD basis set) results for a cluster of 2 separate species, C5H6NO2 in total.

Results
**Energy above the lowest of the compared OMol25 structures with the same formula, charge and spin**: 214.08 kJ/mol
**Gap between HOMO and LUMO**: 5.8948 eV
**HOMO**: -2.0955 eV
**E**: -399.2722 Eh
**Charge**: -1

```
14
C5H6NO2, DFT ωB97M-V with the def2-TZVPD basis set
O -0.1291 -0.2513 2.7660
O -0.7808 -2.3762 2.1603
N 1.3614 -1.7886 -0.8537
C -1.0258 0.7229 -0.4246
C -0.3752 -1.3020 2.3063
C 0.2885 0.1633 -0.9114
C 0.1285 1.5745 -0.2344
C 0.8236 -0.9169 -0.1470
H 0.5904 0.2877 -2.0515
H 0.5386 1.6726 0.7023
H 0.2753 2.6492 -0.6798
H -1.3438 0.2091 0.4580
H 1.5567 -1.5512 -2.0460
H -1.9083 0.9069 -1.0444
```